1.
Computed, not measured: a molecular structure, C51H84AsGeN8O7S6Si4Ti in a non-equilibrium geometry, with the ωB97M-V functional and the def2-TZVPD basis.

Element x y z (Å)
Ti: -1.466750 -0.010641 0.873335
N: 1.162635 3.206987 0.402021
C: 0.715037 2.092115 -0.134585
N: -0.117003 1.549972 0.722668
C: -0.109669 2.398617 1.777129
N: 0.662429 3.423271 1.631703
C: -1.025485 2.080682 2.876506
C: -0.998940 2.716939 4.099178
N: -1.831867 2.401386 5.087254
C: -2.677672 1.430487 4.823583
C: -2.716766 0.787074 3.595667
N: -1.909332 1.122444 2.595625
H: 1.879665 3.809153 0.040911
H: 0.957285 1.727667 -1.117215
H: -0.266406 3.499645 4.267139
H: -3.356957 1.129062 5.611261
H: -3.432565 -0.000617 3.415686
C: -0.025405 -4.471383 -3.609512
C: 0.042743 -2.939638 -3.592677
C: 0.164076 -2.382545 -2.206816
N: -0.465957 -1.367508 -1.742313
N: -0.136351 -1.107936 -0.402929
C: 0.834062 -1.891470 0.042828
N: 1.456841 -1.695279 1.221457
S: 1.290818 -3.082395 -1.082318
H: -0.207009 -4.826313 -4.627238
H: -0.840809 -4.813559 -2.968364
H: 0.909842 -4.920842 -3.255246
H: -0.854724 -2.519436 -4.034121
H: 0.904170 -2.593030 -4.170371
H: 1.951196 -0.785603 1.316958
H: 2.066907 -2.448877 1.505583
C: -4.274389 -5.864009 -3.238082
O: -3.419172 -4.971452 -2.527860
C: -3.264762 -5.116107 -1.173664
S: -3.996608 -6.405864 -0.361297
S: -2.289613 -3.908789 -0.497049
H: -4.047389 -6.900771 -3.009243
H: -4.098766 -5.652584 -4.293410
H: -5.317447 -5.676562 -2.989183
C: 3.870485 -1.440374 -3.400066
C: 3.955376 0.010698 -2.953737
C: 2.692252 0.754233 -3.361059
C: 5.190507 0.660373 -3.583547
O: 4.042908 -0.031693 -1.516948
Si: 4.488424 1.004688 -0.296331
S: 3.231963 0.924293 1.325388
O: 4.633991 2.498720 -1.030795
C: 5.180153 3.755933 -0.592419
C: 4.557165 4.828815 -1.477421
C: 4.892950 4.043279 0.878940
C: 6.690678 3.719461 -0.819157
O: 6.069827 0.654885 0.085912
C: 6.678991 -0.511764 0.648851
C: 7.895431 -0.821068 -0.212437
C: 7.095817 -0.158568 2.068722
C: 5.752103 -1.729387 0.676908
H: 3.702111 -1.502905 -4.479854
H: 3.051016 -1.945575 -2.877209
H: 4.803708 -1.958658 -3.157576
H: 2.505536 0.669919 -4.436700
H: 2.789715 1.816477 -3.104590
H: 1.832782 0.330222 -2.830433
H: 5.100645 0.642631 -4.675227
H: 6.090851 0.106857 -3.294075
H: 5.299827 1.691117 -3.250095
H: 3.474047 4.700714 -1.532426
H: 4.941747 4.753173 -2.498289
H: 4.768337 5.830437 -1.092581
H: 3.825618 3.971907 1.108393
H: 5.251393 5.047494 1.129245
H: 5.399494 3.313231 1.518935
H: 6.914339 3.603369 -1.884517
H: 7.116110 2.868538 -0.282059
H: 7.155687 4.644091 -0.456926
H: 8.593885 0.021612 -0.196801
H: 7.579376 -0.991281 -1.246524
H: 8.411184 -1.716516 0.151862
H: 7.792825 0.685237 2.057409
H: 7.578433 -1.012318 2.557533
H: 6.208482 0.125806 2.642352
H: 5.371168 -1.952206 -0.324388
H: 4.894375 -1.537512 1.329456
H: 6.299919 -2.597035 1.055456
C: 0.838706 -0.230514 6.511635
C: 1.205382 0.116619 5.218520
C: 0.483165 -0.392433 4.136917
C: -0.597333 -1.274844 4.291129
C: -0.942714 -1.600361 5.612455
C: -0.245729 -1.085581 6.702964
Ge: -1.476426 -2.085891 2.622144
C: -0.528869 -3.848940 2.770000
C: -1.146264 -5.034357 2.346391
C: -0.536492 -6.271648 2.540401
C: 0.703129 -6.357260 3.166259
C: 1.332050 -5.194239 3.598604
C: 0.720360 -3.956106 3.398817
C: -3.259948 -2.646749 3.354371
C: -3.362609 -3.596409 4.381138
C: -4.595764 -3.963118 4.912125
C: -5.769815 -3.402407 4.415708
C: -5.699991 -2.484939 3.374528
C: -4.458111 -2.119975 2.855144
H: 1.381872 0.166157 7.362808
H: 2.052395 0.772673 5.033769
H: 0.803971 -0.097102 3.144712
H: -1.778819 -2.264802 5.799165
H: -0.544817 -1.359822 7.710270
H: -2.112752 -5.000187 1.857060
H: -1.041129 -7.167231 2.194909
H: 1.171668 -7.322371 3.326875
H: 2.293316 -5.246147 4.099291
H: 1.223577 -3.061224 3.757438
H: -2.465850 -4.081194 4.756156
H: -4.640538 -4.700216 5.708330
H: -6.730311 -3.694085 4.826034
H: -6.598979 -2.054642 2.945280
H: -4.447953 -1.424149 2.027275
C: -0.638691 3.804208 -4.257931
Si: -1.859692 3.743219 -2.794684
C: -3.445066 4.391778 -3.661810
C: -1.260636 5.297052 -1.871083
As: -2.487692 1.302232 -1.297729
Si: -2.923459 0.385566 -3.450906
C: -1.276297 0.557427 -4.346309
C: -3.353159 -1.420723 -3.431233
C: -4.239667 1.210529 -4.463171
Si: -4.138743 2.771442 -0.113471
C: -5.141084 4.191587 -0.821577
C: -4.937018 2.333212 1.547577
C: -2.716073 3.854274 0.673941
H: -0.620176 4.831721 -4.658083
H: -0.942464 3.128370 -5.067594
H: 0.388410 3.529556 -3.965800
H: -3.334975 4.325531 -4.754332
H: -3.623271 5.446259 -3.401272
H: -4.338845 3.825904 -3.380316
H: -1.186673 6.134534 -2.583078
H: -0.268478 5.143706 -1.415360
H: -1.945673 5.587895 -1.069213
H: -0.757554 -0.407982 -4.367900
H: -0.632564 1.265452 -3.824888
H: -1.409150 0.905287 -5.378974
H: -2.748549 -2.006694 -2.733698
H: -3.244688 -1.829921 -4.447445
H: -4.390663 -1.548613 -3.117594
H: -3.879906 2.105157 -4.976008
H: -5.100352 1.484454 -3.839688
H: -4.573885 0.471962 -5.200827
H: -5.931133 3.875921 -1.509786
H: -4.515008 4.940623 -1.314204
H: -5.609263 4.664730 0.055051
H: -5.994117 2.090719 1.437686
H: -4.819622 3.190810 2.221899
H: -4.482834 1.466438 2.021918
H: -1.769046 3.802091 0.134409
H: -2.537643 3.561730 1.713870
H: -3.017768 4.912602 0.697485
O: -5.499534 1.462326 -1.002237
S: -5.616039 0.005261 -0.610697
O: -6.322845 -0.232473 0.621877
O: -6.013602 -0.778862 -1.745118
S: -3.594718 -0.606443 -0.254491

Atoms 1-6, force components in eV/Å:
Ti -1.053 -1.427 -1.836
N 0.337 0.769 -0.204
C 0.042 -0.145 -0.360
N 0.087 0.024 0.429
C -0.674 -0.548 0.737
N 0.458 0.501 0.021

Its highest occupied orbital energy (spin up / spin down) is -2.309 / -2.311 eV. Its spin multiplicity is 2. The energy above the lowest of the compared OMol25 structures with the same formula, charge and spin comes out at 249.8 kJ/mol. As for the charge: -2. The total energy comes out at -11668.14542 Ha. Its gap between HOMO and LUMO (spin up / spin down) is 0.197 / 0.190 hartree. Its lowest unoccupied orbital energy (spin up / spin down) is 3.05 / 2.86 eV.

2.
Computed, not measured: 10 unconnected molecules or ions with the total composition C30H60O10 in a non-equilibrium geometry, with the ωB97M-V functional and the def2-TZVPD basis.

Element x y z (Å)
C: 8.121512 7.709459 -0.215615
C: 8.027662 7.459889 -1.674695
O: 8.535372 8.201819 -2.516165
C: 6.967052 6.459489 -2.102965
H: 8.452582 6.970309 0.513865
H: 7.176782 8.053859 0.205075
H: 8.591242 8.684719 -0.087795
H: 6.055562 7.053779 -2.038955
H: 6.868882 5.557919 -1.498295
H: 7.171952 6.210269 -3.144125
C: 0.101682 8.931449 0.360005
C: -1.292628 9.513779 0.107235
O: -1.984978 9.034689 -0.808445
C: -1.770648 10.677059 0.944965
H: 0.065612 8.427719 1.325945
H: 0.784752 9.774679 0.462405
H: 0.303712 8.212369 -0.433865
H: -2.740958 10.910619 0.506725
H: -1.126568 11.552989 0.867465
H: -1.786118 10.343199 1.982455
C: -5.021318 -0.158791 -6.563215
C: -4.669778 -0.229211 -5.112725
O: -4.381058 0.790209 -4.474625
C: -4.706718 -1.617921 -4.490295
H: -5.652708 -0.984561 -6.891155
H: -4.080268 -0.133931 -7.112685
H: -5.499518 0.817169 -6.646505
H: -3.827858 -1.816161 -3.876785
H: -4.853508 -2.289071 -5.336525
H: -5.647798 -1.635621 -3.940605
C: -0.793318 -7.086001 5.443975
C: -0.998058 -5.690641 4.846145
O: -0.902388 -5.473061 3.682155
C: -1.535218 -4.602741 5.761215
H: -1.581918 -7.201271 6.187555
H: 0.179282 -7.203961 5.921715
H: -0.862228 -7.921931 4.747855
H: -1.111178 -3.613841 5.586965
H: -1.479498 -4.998671 6.775235
H: -2.583518 -4.481621 5.488295
C: -3.475698 -8.734921 -3.063295
C: -2.119158 -8.377751 -2.370975
O: -1.252288 -9.211261 -2.183755
C: -1.870508 -6.929661 -2.162935
H: -3.505288 -9.817111 -3.190145
H: -3.767678 -8.114211 -3.910375
H: -4.263158 -8.580131 -2.325705
H: -0.906558 -6.711741 -1.703125
H: -2.549218 -6.405191 -1.490345
H: -1.861698 -6.436771 -3.135085
C: 9.629472 -0.690141 -0.061315
C: 10.914892 -0.057291 0.449885
O: 10.937382 0.559389 1.482705
C: 12.169302 -0.326991 -0.300685
H: 9.500272 -1.582721 0.550825
H: 9.509442 -0.782001 -1.140775
H: 8.812332 -0.044901 0.261255
H: 12.836532 -0.932561 0.312655
H: 12.677882 0.580879 -0.625055
H: 11.973032 -0.783311 -1.270915
C: 4.256392 -5.615001 1.281965
C: 5.692182 -5.648781 1.680155
O: 6.592022 -5.903471 0.821525
C: 6.109242 -5.429011 3.173615
H: 3.778342 -6.435311 1.817355
H: 4.212132 -5.718751 0.197815
H: 3.714752 -4.755531 1.676995
H: 5.470892 -4.657551 3.604255
H: 7.165232 -5.244551 3.370995
H: 5.821462 -6.356461 3.668715
C: -8.628388 -1.620601 2.460805
C: -8.408908 -2.751161 1.542025
O: -9.264318 -3.058041 0.802105
C: -7.049898 -3.325311 1.547295
H: -8.274878 -0.660791 2.084085
H: -8.149038 -1.682541 3.437775
H: -9.698058 -1.571451 2.664485
H: -6.881158 -4.130121 2.262785
H: -6.263378 -2.613071 1.796695
H: -6.726408 -3.870431 0.660565
C: -6.318928 4.830019 0.132545
C: -7.500168 4.614589 -0.758475
O: -8.412138 3.917999 -0.325295
C: -7.472328 5.195399 -2.162985
H: -6.152048 5.855139 -0.198175
H: -5.456328 4.200389 -0.085605
H: -6.605098 4.660629 1.170585
H: -6.676688 4.772149 -2.776105
H: -7.314458 6.247909 -1.927625
H: -8.483048 5.117439 -2.563555
C: 0.218782 -0.045981 -0.203715
C: 1.282192 0.921859 0.243095
O: 2.408062 0.514439 0.527475
C: 0.913232 2.336559 0.525765
H: -0.429068 0.361759 -0.979685
H: -0.514478 -0.269571 0.571165
H: 0.588582 -1.017381 -0.531925
H: 0.451682 2.347859 1.513165
H: 0.274632 2.740689 -0.259715
H: 1.826182 2.916029 0.663045

Atoms 1-6, force components in eV/Å:
C 0.057 1.895 1.269
C -0.612 0.572 -1.398
O -0.339 -1.247 1.483
C 0.734 0.137 -0.475
H 0.367 -0.223 -0.588
H -0.869 -0.664 -0.440

Its highest occupied orbital energy is -9.422 eV. The SMILES is CC(C)=O.CC(C)=O.CC(C)=O.CC(C)=O.CC(C)=O.CC(C)=O.CC(C)=O.CC(C)=O.CC(C)=O.CC(C)=O. The energy above the lowest of the compared OMol25 structures with the same formula, charge and spin comes out at 382.0 kJ/mol. The total energy comes out at -1931.33387 Ha. Its gap between HOMO and LUMO is 0.348 hartree. Its lowest unoccupied orbital energy is 0.05 eV.

3.
Computed, not measured: C24H30FN3O2 in the gas phase, with the ωB97M-V functional and the def2-TZVPD basis.

Element x y z (Å)
C: -4.006714 0.574767 3.025501
C: -2.993675 0.077257 2.020359
O: -2.855101 0.570879 0.918232
N: -2.275108 -0.991125 2.456233
C: -1.273406 -1.626638 1.697543
C: -1.474828 -1.887556 0.346986
C: -0.453016 -2.425921 -0.406517
C: 0.790135 -2.690694 0.158137
C: 0.959494 -2.491641 1.520882
C: -0.066990 -1.976699 2.292640
H: 0.078529 -1.807218 3.350319
H: 1.910181 -2.715945 1.982840
C: 1.928072 -3.120022 -0.729149
N: 1.802593 -2.486105 -2.027019
C: 1.864872 -1.037080 -1.960484
C: 1.313790 -0.470107 -3.266527
C: 2.238762 -0.922428 -4.396825
C: 2.325984 -2.447228 -4.397156
C: 2.733365 -2.974410 -3.021487
H: 2.704012 -4.067918 -3.024408
H: 3.770668 -2.660990 -2.797316
H: 1.348013 -2.860724 -4.650174
H: 3.045230 -2.787480 -5.144489
H: 1.866674 -0.571134 -5.361622
H: 3.232086 -0.494383 -4.242994
C: 1.148928 1.048504 -3.217977
C: 0.114140 1.496225 -2.179818
C: 0.738433 1.665383 -0.803959
O: 1.862949 2.099999 -0.642233
N: -0.057851 1.318407 0.230410
H: -1.013275 1.009917 0.094052
C: 0.367373 1.505368 1.598830
C: -0.531984 2.460319 2.332959
C: -1.033673 2.177954 3.594581
C: -1.856879 3.048687 4.283280
C: -2.208290 4.247154 3.689299
C: -1.732193 4.554424 2.425356
C: -0.901905 3.671811 1.760333
H: -0.523679 3.912667 0.778556
H: -2.007333 5.487765 1.958501
H: -2.852991 4.936014 4.213157
H: -2.211471 2.781950 5.266988
F: -0.724380 0.993426 4.187729
H: 0.403325 0.540242 2.113651
H: 1.384084 1.913268 1.547552
H: -0.275174 2.478372 -2.461519
H: -0.723432 0.799628 -2.133883
H: 0.845666 1.396306 -4.207912
H: 2.103074 1.518287 -2.970064
H: 0.328693 -0.921449 -3.431485
H: 1.262744 -0.698419 -1.118624
H: 2.896290 -0.676250 -1.802550
H: 2.889853 -2.889048 -0.234613
H: 1.886365 -4.205108 -0.882497
H: -0.592675 -2.613735 -1.459133
H: -2.422964 -1.648047 -0.106858
H: -2.282069 -1.195067 3.445129
H: -3.592937 0.594836 4.029833
H: -4.868323 -0.091216 3.016272
H: -4.332058 1.571970 2.743156

Atoms 1-6, force components in eV/Å:
C -0.027 0.114 -0.224
C -0.248 0.153 0.420
O -0.092 0.105 -0.270
N 0.090 -0.348 0.289
C 0.290 -0.117 -0.172
C -0.046 -0.068 0.077

Its highest occupied orbital energy is -8.406 eV. The SMILES is CC(=O)Nc1ccc(CN2CCC[C@H](CCC(=O)NCc3ccccc3F)C2)cc1. The energy above the lowest of the compared OMol25 structures with the same formula, charge and spin comes out at 0.0 kJ/mol. The total energy comes out at -1347.22452 Ha. Its gap between HOMO and LUMO is 0.336 hartree. Its lowest unoccupied orbital energy is 0.74 eV.

4.
Computed, not measured: 10 unconnected molecules or ions with the total composition C9H36N9O12 in a non-equilibrium geometry, with the ωB97M-V functional and the def2-TZVPD basis.

Element x y z (Å)
N: 0.643558 0.185660 0.334928
O: -0.049340 0.727373 -0.538654
O: 1.115059 -0.959677 0.142165
O: 0.911396 0.779701 1.392038
C: -0.700614 -4.015516 -0.227862
O: 0.396789 -3.681710 0.576059
H: -0.909745 -5.085027 -0.172700
H: -1.608106 -3.454842 0.014779
H: -0.513138 -3.851210 -1.300315
H: 0.581833 -2.736950 0.486482
C: 3.061476 -1.115127 3.203620
O: 3.631410 -0.537845 2.032434
H: 2.643506 -2.089512 2.916854
H: 3.739831 -1.283044 4.034225
H: 2.212025 -0.485528 3.486031
H: 2.866384 -0.404099 1.460200
C: 2.355832 -1.067004 -3.152732
O: 1.133880 -1.594163 -2.628389
H: 3.200661 -1.546692 -2.651272
H: 2.432831 -1.374292 -4.198917
H: 2.434795 0.022779 -3.125783
H: 1.265227 -1.505236 -1.670890
C: 4.129256 -3.732947 1.128777
O: 3.380998 -3.408514 -0.023345
H: 4.857552 -4.519869 0.897383
H: 4.769128 -2.880813 1.380318
H: 3.527137 -4.071251 1.970458
H: 2.463313 -3.248416 0.219061
C: -3.180976 -1.781343 -2.345212
O: -2.412647 -1.140470 -1.322079
H: -2.872119 -2.826028 -2.379848
H: -4.234822 -1.694730 -2.077650
H: -3.069011 -1.270511 -3.301084
H: -1.673398 -0.675373 -1.735884
C: -0.482579 1.740932 -4.168338
O: -0.785501 2.147482 -5.280034
N: -0.525255 0.415085 -3.810343
N: -0.065705 2.553050 -3.158255
H: 0.038535 0.008380 -3.076347
H: -0.863985 -0.225165 -4.504950
H: 0.018059 2.229322 -2.208607
H: -0.004435 3.542886 -3.302285
C: 2.134483 4.089348 1.045856
O: 2.619185 5.210394 1.112828
N: 2.862416 2.941502 1.184019
N: 0.807958 3.880722 0.766425
H: 3.849686 3.051125 1.318191
H: 2.419090 2.053203 1.351925
H: 0.448327 2.941314 0.729242
H: 0.224765 4.675749 0.591673
C: -2.565607 1.888470 3.819168
O: -3.314667 2.824531 4.047831
N: -1.291815 2.035118 3.342192
N: -2.931292 0.597695 4.079859
H: -0.821439 1.222399 2.985235
H: -0.991309 2.957934 3.090401
H: -2.367368 -0.190364 3.822055
H: -3.846596 0.424430 4.445832
C: -3.921198 2.200359 -0.050321
O: -3.966094 3.383208 0.230856
N: -5.007871 1.435250 -0.439502
N: -2.766604 1.472352 0.041781
H: -4.916484 0.447554 -0.280580
H: -5.890114 1.887818 -0.281212
H: -2.750478 0.558599 -0.399240
H: -1.876071 1.921545 0.131447

Atoms 1-6, force components in eV/Å:
N 0.014 0.037 -0.441
O 0.057 -0.057 0.065
O 0.130 -0.083 0.092
O -0.187 -0.022 0.202
C -0.478 -0.116 -1.120
O 0.376 -0.071 0.373

Its highest occupied orbital energy is -7.359 eV. The energy above the lowest of the compared OMol25 structures with the same formula, charge and spin comes out at 0.0 kJ/mol. As for the charge: -1. The total energy comes out at -1760.31470 Ha. Its gap between HOMO and LUMO is 0.361 hartree. Its lowest unoccupied orbital energy is 2.45 eV.

- The highest total energy belongs to which entry?
  C24H30FN3O2